1.
C27H25N3O3S | ωB97M-V/def2-TZVPD

Geometry (Å):
C: -6.28 -1.46 -0.38
N: -5.73 -0.24 0.16
C: -6.61 0.89 0.34
C: -4.42 -0.16 0.51
C: -3.84 1.05 0.93
C: -2.52 1.12 1.29
C: -1.68 -0.01 1.24
C: -0.30 0.15 1.57
C: 0.73 -0.73 1.51
S: 0.74 -2.43 1.07
C: 2.51 -2.47 1.05
O: 3.16 -3.44 0.79
N: 3.01 -1.24 1.39
C: 4.45 -1.05 1.45
C: 5.01 0.14 0.63
O: 4.94 1.34 1.33
C: 4.48 0.25 -0.82
N: 3.05 0.38 -0.98
C: 2.32 1.54 -0.79
C: 2.73 2.79 -0.34
C: 1.77 3.77 -0.22
C: 0.43 3.53 -0.53
C: 0.02 2.29 -0.98
C: 0.97 1.29 -1.12
C: 0.90 -0.07 -1.56
C: -0.14 -0.88 -2.00
C: 0.14 -2.18 -2.37
C: 1.44 -2.67 -2.31
C: 2.49 -1.89 -1.87
C: 2.21 -0.59 -1.48
C: 2.09 -0.26 1.73
O: 2.40 0.84 2.14
C: -2.25 -1.22 0.82
C: -3.58 -1.29 0.47
H: -7.28 -1.27 -0.75
H: -6.33 -2.25 0.38
H: -5.67 -1.82 -1.22
H: -7.63 0.58 0.17
H: -6.37 1.70 -0.36
H: -6.54 1.27 1.36
H: -4.43 1.95 0.97
H: -2.10 2.07 1.60
H: 0.00 1.15 1.87
H: 4.74 -0.89 2.49
H: 4.88 -1.98 1.09
H: 6.09 -0.06 0.53
H: 4.03 1.44 1.70
H: 4.80 -0.63 -1.38
H: 4.96 1.14 -1.26
H: 3.76 2.98 -0.09
H: 2.06 4.75 0.12
H: -0.29 4.33 -0.41
H: -1.02 2.10 -1.22
H: -1.15 -0.49 -2.04
H: -0.66 -2.82 -2.71
H: 1.63 -3.69 -2.61
H: 3.48 -2.31 -1.82
H: -1.65 -2.11 0.78
H: -3.97 -2.25 0.16

Calculated values
* multiplicity: 1
* max |F|: 1.29 eV Å⁻¹
* energy relative to the best compared isomer or geometry (same formula, charge and spin): 0.00 kJ/mol
* electronic energy: -49854.6958 eV
* SMILES string: CN(C)c1ccc(/C=C2\SC(=O)N(C[C@H](O)Cn3c4ccccc4c4ccccc43)C2=O)cc1
* gap between HOMO and LUMO: 7.225 eV
* LUMO energy: -0.27 eV
* highest occupied orbital energy: -7.4972 eV



2.
C27H26AlCl2F4INO12 | ωB97M-V/def2-TZVPD

Geometry (Å):
C: -4.60 -1.17 -1.41
C: -3.84 -2.50 -1.40
C: -2.87 -2.59 -0.21
I: -1.72 -4.42 -0.44
Al: -1.57 -1.08 0.11
C: -2.38 0.73 0.42
N: -2.55 1.55 -0.82
C: -0.44 -1.57 1.73
Cl: 1.15 -2.25 1.46
C: -0.82 -1.34 2.97
C: -2.15 -0.74 3.36
Cl: 0.19 -1.68 4.38
C: -0.28 -0.88 -1.51
F: 0.55 -1.99 -1.76
F: -0.98 -0.76 -2.71
C: 0.72 0.29 -1.47
F: 0.79 0.83 -0.20
F: 0.36 1.32 -2.28
H: -3.99 -0.36 -1.83
H: -5.52 -1.25 -2.00
H: -4.88 -0.87 -0.39
H: -3.27 -2.60 -2.33
H: -4.56 -3.33 -1.39
H: -3.44 -2.84 0.69
H: -3.32 0.68 0.98
H: -1.69 1.26 1.08
H: -2.05 2.42 -0.73
H: -3.52 1.78 -0.98
H: -2.14 0.35 3.28
H: -2.94 -1.11 2.69
H: -2.41 -1.01 4.38
H: 1.73 -0.03 -1.74
C: 0.96 3.29 2.64
C: 1.72 3.82 3.61
C: 1.25 4.96 4.49
O: 2.04 5.35 5.34
C: -0.07 5.52 4.28
C: -0.83 5.00 3.31
C: -0.36 3.85 2.44
O: -1.16 3.47 1.60
O: -2.05 5.40 3.01
O: 2.95 3.41 3.90
H: 1.27 2.47 2.01
H: -0.39 6.33 4.91
H: -2.34 4.82 2.27
H: 3.24 3.97 4.65
C: 1.35 6.56 -1.56
C: 2.34 7.17 -2.22
C: 3.59 6.45 -2.68
O: 4.41 7.14 -3.28
C: 3.73 5.05 -2.40
C: 2.74 4.42 -1.74
C: 1.49 5.14 -1.27
O: 0.68 4.49 -0.65
O: 2.76 3.14 -1.44
O: 2.34 8.46 -2.54
H: 0.46 7.07 -1.23
H: 4.62 4.54 -2.73
H: 1.90 2.90 -1.04
H: 3.19 8.60 -3.02
C: 1.32 -6.94 -1.58
C: 2.18 -7.50 -2.44
C: 2.38 -9.00 -2.53
O: 3.19 -9.39 -3.36
C: 1.64 -9.87 -1.65
C: 0.78 -9.31 -0.78
C: 0.57 -7.80 -0.70
O: -0.25 -7.43 0.12
O: 0.03 -9.97 0.08
O: 2.93 -6.83 -3.30
H: 1.16 -5.87 -1.52
H: 1.79 -10.94 -1.71
H: -0.49 -9.29 0.55
H: 3.44 -7.51 -3.79

Calculated values
* multiplicity: 1
* max |F|: 0.60 eV Å⁻¹
* electronic energy: -105094.5916 eV
* gap between HOMO and LUMO: 5.068 eV
* charge: -1
* LUMO energy: 0.26 eV
* highest occupied orbital energy: -4.8074 eV



3.
C27H26AuNOSeSi | ωB97M-V/def2-TZVPD

Geometry (Å):
Au: 0.50 -0.82 0.34
C: -2.37 4.19 0.03
C: -0.94 4.63 0.33
C: -0.73 4.65 1.85
C: -0.72 6.03 -0.23
Si: 0.22 3.26 -0.39
O: -0.13 1.84 0.15
C: 0.03 3.38 -2.29
C: 0.77 4.18 -3.16
C: 0.57 4.16 -4.54
C: -0.40 3.32 -5.08
C: -1.14 2.50 -4.24
C: -0.92 2.53 -2.87
C: 2.02 3.78 0.03
C: 2.74 2.83 0.77
C: 4.05 3.06 1.17
C: 4.68 4.25 0.85
C: 3.98 5.21 0.12
C: 2.67 4.97 -0.28
H: -3.10 4.86 0.53
H: -2.54 3.17 0.38
H: -2.58 4.22 -1.04
H: -1.45 5.33 2.33
H: 0.28 4.98 2.10
H: -0.87 3.65 2.26
H: -1.48 6.73 0.15
H: -0.78 6.04 -1.33
H: 0.26 6.43 0.06
H: 1.55 4.83 -2.76
H: 1.17 4.79 -5.19
H: -0.55 3.29 -6.16
H: -1.87 1.82 -4.66
H: -1.47 1.86 -2.22
H: 2.24 1.90 1.03
H: 4.57 2.30 1.75
H: 5.70 4.44 1.16
H: 4.47 6.15 -0.14
H: 2.16 5.75 -0.84
Se: 4.35 -0.84 3.35
C: 2.81 -0.58 2.46
N: 1.81 -0.42 1.90
C: 0.51 -4.67 -3.77
C: 1.39 -4.18 -2.78
C: 1.00 -3.16 -1.96
C: -0.29 -2.57 -2.06
C: -0.69 -1.51 -1.17
C: -1.95 -0.98 -1.39
C: -2.81 -1.45 -2.40
C: -2.44 -2.48 -3.22
C: -1.16 -3.06 -3.07
C: -0.73 -4.12 -3.91
H: 0.82 -5.48 -4.42
H: 2.38 -4.60 -2.68
H: 1.66 -2.79 -1.19
H: -2.29 -0.16 -0.76
H: -3.79 -0.99 -2.53
H: -3.10 -2.84 -4.00
H: -1.42 -4.49 -4.66

Calculated values
* multiplicity: 1
* max |F|: 0.37 eV Å⁻¹
* electronic energy: -108878.5202 eV
* gap between HOMO and LUMO: 6.815 eV
* charge: -2
* LUMO energy: 4.66 eV
* highest occupied orbital energy: -2.1518 eV



4.
C27H26BBr2N7O2ReTe4 | ωB97M-V/def2-TZVPD

Geometry (Å):
Re: -0.50 -2.02 2.40
Te: 2.18 -1.35 2.06
Te: 2.69 -3.86 3.09
Te: 2.87 0.18 4.08
Te: 0.32 -3.51 4.40
B: -2.42 -4.88 1.95
N: -3.25 -3.57 2.12
C: -4.59 -3.41 1.97
C: -4.90 -2.08 2.26
C: -3.65 -1.45 2.48
N: -2.67 -2.37 2.44
N: -1.32 -4.50 0.86
C: -1.10 -5.13 -0.28
C: 0.01 -4.63 -0.93
C: 0.45 -3.67 -0.04
N: -0.40 -3.56 1.02
H: -3.23 -5.62 1.47
H: -1.85 -5.18 2.94
H: -5.11 -4.24 1.64
H: -5.85 -1.61 2.32
H: -3.35 -0.44 2.65
H: -1.78 -5.93 -0.57
H: 0.46 -4.84 -1.88
H: 1.21 -2.98 -0.17
C: -1.86 -1.60 -1.18
C: -1.43 -0.36 -0.39
C: -1.52 0.82 -1.20
C: -1.26 2.01 -0.56
C: -0.95 2.05 0.82
C: -0.86 3.27 1.61
Br: -1.07 4.96 0.75
C: -0.62 3.27 2.96
C: -0.68 2.01 3.63
Br: -0.74 1.95 5.49
C: -0.76 0.81 2.95
O: -0.67 -0.39 3.57
C: -0.89 0.87 1.54
N: -1.14 -0.37 0.89
H: -2.72 -1.33 -1.87
H: -2.14 -2.45 -0.56
H: -1.02 -1.90 -1.86
H: -1.87 0.80 -2.23
H: -1.40 2.98 -1.00
H: -0.46 4.07 3.62
C: 3.38 2.71 -3.96
N: 2.12 2.27 -3.37
N: 2.31 1.62 -2.12
C: 1.56 0.44 -2.10
O: 1.33 -0.21 -1.08
C: 0.98 0.26 -3.47
C: 1.38 1.36 -4.14
C: 1.14 1.62 -5.63
C: 2.59 2.44 -0.95
C: 2.05 3.74 -0.84
C: 2.27 4.46 0.31
C: 3.04 3.91 1.32
C: 3.50 2.63 1.24
C: 3.22 1.86 0.09
H: 3.88 3.43 -3.29
H: 3.19 3.14 -4.91
H: 4.05 1.88 -4.04
H: 0.29 -0.54 -3.69
H: 0.33 0.99 -5.93
H: 2.09 1.45 -6.18
H: 0.92 2.62 -5.78
H: 1.47 4.18 -1.66
H: 1.79 5.43 0.52
H: 3.31 4.46 2.22
H: 4.05 2.23 2.08
H: 3.58 0.82 0.05

Calculated values
* multiplicity: 4
* max |F|: 2.74 eV Å⁻¹
* energy relative to the best compared isomer or geometry (same formula, charge and spin): 83.33 kJ/mol
* ⟨S²⟩: 3.80
* electronic energy: -215012.4662 eV
* gap between HOMO and LUMO (spin up / spin down): 6.181 / 5.081 eV
* LUMO energy (spin up / spin down): -0.42 / -1.49 eV
* highest occupied orbital energy (spin up / spin down): -6.6023 / -6.5675 eV